Below is a cluster of 2 separate species, C2H5ClNOP in total in a non-equilibrium geometry, with properties calculated with ωB97M-V with the def2-TZVPD basis set.

HOMO = -9.0423 eV
Orbital gap = 9.47 eV
DFT total energy = -1010.6400 a.u.

Each atom is followed by the atoms it is bonded to, with distances in Å.
Atoms and positions in Å:
1 O -2.28 -2.39 -1.61  C2 1.139
2 C -1.41 -1.69 -1.38  O1 1.139, C3 1.276
3 C -0.52 -0.85 -1.01  C2 1.276, P4 1.931, H5 1.162
4 P 1.30 -1.19 -1.55  C3 1.931, H6 1.434, H7 1.324
5 H -0.86 0.01 -0.31  C3 1.162
6 H 1.85 0.13 -1.41  P4 1.434
7 H 1.78 -1.37 -0.32  P4 1.324
8 N -0.27 1.78 1.59  Cl9 1.710, H10 1.070, H11 1.038
9 Cl 1.06 0.88 2.16  N8 1.710
10 H -0.79 1.97 2.51  N8 1.070
11 H 0.14 2.70 1.33  N8 1.038